(1)
# C30H28MgN5O6

A structure of composition C30H28MgN5O6 (wB97M-V/def2-TZVPD, the Open Molecules 2025 dataset).

## Properties
E_HOMO (alpha / beta) = -3.99 / -3.99 eV
E = -2085.389344 Ha
Kohn-Sham gap (alpha / beta) = 0.164 / 0.164 hartree
Energy relative to the best compared isomer or geometry (same formula, charge and spin) = 1.881 eV
LUMO (alpha / beta) = 0.47 / 0.47 eV
Charge = -1

Cartesian coordinates (Å):
Mg -0.18056 -0.01850 0.03916
C 2.38649 -3.64579 -1.01929
O 3.36684 -2.60224 -0.90930
C 3.46678 -2.04534 0.33738
C 4.72949 -1.98822 0.96216
C 4.87381 -1.34663 2.21189
C 3.82657 -0.56245 2.68791
C 2.54367 -0.58957 2.06264
C 1.52907 0.32896 2.63636
N 0.37426 0.58763 2.12398
N -0.60277 1.00872 2.89054
C -1.81281 0.66856 2.37192
O -1.95193 0.04471 1.28493
C -2.95933 0.96721 3.28736
C -4.17702 1.08695 2.64644
C -5.06687 2.01863 3.14862
C -4.97946 2.42551 4.47373
C -3.90684 1.98671 5.26655
C -2.85839 1.28689 4.65633
C 2.25825 -1.42010 0.94857
O 1.03258 -1.60508 0.60348
H 2.47729 -4.48258 -0.30518
H 2.57337 -3.98828 -2.05680
H 1.39605 -3.21760 -0.90264
H 5.56171 -2.63020 0.57781
H 5.82208 -1.39620 2.75870
H 4.01018 0.07212 3.54779
H 1.76146 0.84883 3.53265
H -4.27207 0.55287 1.69801
H -5.83802 2.39756 2.43907
H -5.74553 3.10844 4.90434
H -3.86441 2.27154 6.34645
H -1.92215 1.04410 5.23019
C 4.65093 -0.46258 -3.59472
C 4.96056 0.38851 -2.51750
C 3.99605 0.91663 -1.73091
C 2.61670 0.49500 -1.82780
C 2.32269 -0.37313 -2.90223
C 3.33064 -0.83654 -3.76647
N 1.56142 0.93071 -1.00597
N 1.76450 2.06452 -0.35888
C 0.61511 2.77305 -0.22252
C 0.63617 4.20635 -0.14221
C -0.56339 4.79468 -0.02501
C -1.78866 4.07458 -0.32413
C -1.72853 2.67683 -0.31391
N -0.55930 2.05969 -0.22721
H 5.48123 -0.89639 -4.25124
H 5.98152 0.70729 -2.30412
H 4.27037 1.71117 -1.10769
H 1.26181 -0.67190 -2.97006
H 3.01905 -1.51039 -4.54588
H 1.55880 4.77380 -0.11640
H -0.69121 5.78010 0.40266
H -2.75867 4.58155 -0.48029
H -2.64047 2.10816 -0.35749
C -3.96658 -1.69007 -1.77464
C -2.88066 -2.43394 -2.54298
C -3.16165 -2.59521 -4.02691
O -2.93855 -3.79685 -1.99520
C -1.48219 -1.75336 -2.26136
O -0.49250 -2.35780 -2.71327
O -1.37052 -0.70932 -1.53474
H -4.96054 -2.09555 -1.67407
H -4.15013 -0.68098 -2.18079
H -3.59608 -1.52010 -0.71352
H -4.04645 -3.16716 -4.23432
H -2.29693 -3.15450 -4.44863
H -3.24719 -1.71150 -4.62418
H -2.55913 -3.79247 -1.06715

(2)
# C30H29AsCl3FeN2OS

A structure of composition C30H29AsCl3FeN2OS (wB97M-V/def2-TZVPD, the Open Molecules 2025 dataset).

## Properties
E_HOMO (alpha / beta) = -10.13 / -10.15 eV
E = -6623.426051 Ha
Kohn-Sham gap (alpha / beta) = 0.287 / 0.288 hartree
Energy relative to the best compared isomer or geometry (same formula, charge and spin) = 0.980 eV
LUMO (alpha / beta) = -2.32 / -2.32 eV
Charge = +1

Cartesian coordinates (Å):
Fe 0.65482 0.98810 -0.92071
C 0.18677 2.46858 1.65798
C 1.60264 2.94356 1.40876
N 2.17597 2.23456 0.24839
C 2.91656 3.09574 -0.68287
C 2.00642 4.02861 -1.45593
S 0.70787 3.09808 -2.31213
C -0.84007 3.75708 -1.65165
C -0.93092 3.72801 -0.14457
N -0.55770 2.41453 0.39662
H 0.23037 1.45921 2.05911
H -0.30156 3.09780 2.40934
H 1.62803 4.01521 1.21020
H 2.19162 2.78062 2.31302
H 2.80493 1.50891 0.57398
H 3.67368 3.69424 -0.16477
H 3.43299 2.44630 -1.38873
H 1.53128 4.77610 -0.82316
H 2.59000 4.55668 -2.20781
H -0.99310 4.76559 -2.03484
H -1.59331 3.10278 -2.09519
H -0.27353 4.48303 0.28595
H -1.94771 4.00235 0.14782
H -1.39801 1.86093 0.54553
Cl 1.90641 -2.79974 -6.80038
C 1.23312 -2.00540 -5.41606
C 2.06845 -1.35878 -4.52522
C 1.48806 -0.73310 -3.44145
Cl 2.49813 0.06322 -2.24235
C 0.11410 -0.68198 -3.18335
O -0.40633 -0.04920 -2.16693
C -0.67771 -1.38969 -4.10511
Cl -2.38570 -1.44240 -3.82736
C -0.13764 -2.02986 -5.20221
H 3.13836 -1.35126 -4.67734
H -0.78565 -2.55122 -5.89264
C 0.59969 -5.35398 -0.37008
C -0.68973 -4.85227 -0.27116
C -0.89884 -3.50677 0.00103
C 0.19354 -2.66910 0.17523
C 1.48861 -3.16574 0.05962
C 1.69104 -4.51108 -0.20624
As -0.00836 -0.80245 0.61274
C -1.88886 -0.56916 0.92043
C -2.87558 -0.43191 -0.04549
C -4.19500 -0.27975 0.36506
C -4.50410 -0.25818 1.72121
C -3.50890 -0.38182 2.68137
C -2.18476 -0.53605 2.28699
C -1.01397 -0.67408 3.18531
C -1.04365 -0.64094 4.57438
C 0.13738 -0.75818 5.29368
C 1.35461 -0.90762 4.63984
C 1.39567 -0.93933 3.25148
C 0.21484 -0.83051 2.53569
H 0.75585 -6.40339 -0.58134
H -1.53914 -5.50876 -0.40572
H -1.90726 -3.12064 0.07591
H 2.34144 -2.50458 0.17384
H 2.69697 -4.90052 -0.28974
H -2.61469 -0.45506 -1.09800
H -4.98209 -0.18394 -0.37100
H -5.53370 -0.14507 2.03413
H -3.77085 -0.36251 3.73155
H -1.98241 -0.52294 5.10049
H 0.10904 -0.73473 6.37482
H 2.26881 -1.00006 5.21079
H 2.34275 -1.06606 2.73922

(3)
# C30H29BClF5N7O7SSn

A structure of composition C30H29BClF5N7O7SSn (wB97M-V/def2-TZVPD, the Open Molecules 2025 dataset).

## Properties
E_HOMO = -3.27 eV
E = -3667.391167 Ha
Kohn-Sham gap = 0.103 hartree
Energy relative to the best compared isomer or geometry (same formula, charge and spin) = 3.021 eV
LUMO = -0.48 eV
Charge = -1

Cartesian coordinates (Å):
Sn 0.13758 0.57342 4.01514
N -2.16372 3.67282 6.34114
C -2.39022 2.54442 5.60884
S -2.76672 1.10972 6.42364
N -2.53372 2.65882 4.30394
N -2.35382 1.59562 3.55454
C -3.00322 1.43102 2.43504
C -4.10192 2.31542 1.99284
C -5.38492 1.78442 1.85144
C -6.44842 2.59652 1.50774
C -6.24502 3.94942 1.28504
C -4.97652 4.48642 1.43194
C -3.91132 3.67982 1.79224
C -2.71242 0.22902 1.69094
C -3.09452 0.10272 0.34314
C -2.74932 -1.02928 -0.35516
C -2.08122 -2.04928 0.31424
C -1.78072 -1.85618 1.65504
N -2.06232 -0.75818 2.32504
H -1.83322 3.45952 7.27574
H -1.58672 4.35582 5.86684
H -5.53892 0.72752 2.02414
H -7.44452 2.18142 1.42684
H -7.07632 4.58202 1.00254
H -4.82352 5.54552 1.27194
H -2.91712 4.08522 1.90204
H -3.61582 0.92152 -0.12816
H -2.98072 -1.11698 -1.41056
H -1.77382 -2.94668 -0.20386
H -1.26852 -2.62178 2.22274
O -0.09372 2.44202 7.88604
Cl 0.83358 2.01102 6.89884
O 2.14698 2.26482 7.34674
O 0.66918 0.61732 6.64064
O 0.57178 2.72512 5.68544
F 0.76328 1.74492 -3.04376
C 1.15368 0.58552 -2.44386
C 0.93118 0.41282 -1.10046
C 1.37338 -0.74868 -0.46276
C 1.14418 -0.87388 0.98114
O 0.43448 -0.05088 1.55954
C 1.77428 -2.03198 1.57204
C 2.40418 -2.93498 0.79094
N 2.49128 -2.87048 -0.57396
C 3.12788 -3.92808 -1.29366
C 2.29758 -4.84808 -2.15306
C 2.89548 -5.34728 -0.87456
C 2.01378 -1.75268 -1.21306
C 2.14108 -1.59188 -2.59426
C 1.73728 -0.41228 -3.22136
N 1.93378 -0.33568 -4.63486
C 3.26778 -0.60348 -5.14346
C 3.07048 -1.43668 -6.43506
N 1.64918 -1.23568 -6.79796
C 1.33988 0.21032 -6.88656
C 1.31148 0.71182 -5.42106
C 1.70288 -2.38078 3.07274
O 2.03258 -3.52338 3.37134
O 1.29458 -1.48428 3.85614
H 0.47858 1.18622 -0.50116
H 2.86128 -3.79178 1.26644
H 4.12138 -3.67438 -1.66056
H 2.70818 -5.19418 -3.09266
H 1.23138 -4.68158 -2.17056
H 3.72518 -6.03598 -0.92236
H 2.22648 -5.52408 -0.04816
H 2.57268 -2.38228 -3.18836
H 3.84138 -1.15588 -4.40256
H 3.81318 0.32392 -5.36146
H 3.23108 -2.49988 -6.25066
H 3.72078 -1.11188 -7.24616
H 1.17208 -1.49868 -5.89736
H 1.35038 -1.77938 -7.60676
H 0.37708 0.35952 -7.37236
H 2.10958 0.70902 -7.47386
H 0.28688 0.84852 -5.07856
H 1.82468 1.67732 -5.33736
F 1.99728 2.02862 2.72094
B 2.28888 2.54772 1.43744
F 2.99458 1.59312 0.71234
F 3.04088 3.68942 1.54424
F 1.09458 2.82242 0.79454

(4)
# C30H29BrN3O3RhS

A structure of composition C30H29BrN3O3RhS (wB97M-V/def2-TZVPD, the Open Molecules 2025 dataset).

## Properties
E_HOMO (alpha / beta) = -13.13 / -13.14 eV
E = -4632.645683 Ha
Kohn-Sham gap (alpha / beta) = 0.162 / 0.125 hartree
LUMO (alpha / beta) = -8.72 / -9.74 eV
Charge = +2

Cartesian coordinates (Å):
Rh -0.73108 -0.24763 0.49577
C -0.70145 5.26167 0.58268
C -1.16548 3.97434 1.13896
C -1.82050 3.63576 2.31130
C -1.93073 2.23986 2.31683
N -1.36659 1.75811 1.20607
N -0.91540 2.81256 0.50491
C -2.58937 1.38042 3.32226
H -1.12874 6.09349 1.13308
H -0.97817 5.35203 -0.46726
H 0.38688 5.32253 0.65331
H -2.17997 4.30269 3.06610
H -0.54491 2.68945 -0.42773
H -2.98059 1.98403 4.13379
H -1.89984 0.63959 3.72040
H -3.41022 0.84085 2.85424
Br -5.85628 -3.61836 -0.00626
C -4.58573 -2.83926 -1.19372
C -4.66193 -3.08743 -2.55702
C -3.71171 -2.53658 -3.39943
C -2.69529 -1.73108 -2.90290
C -2.65324 -1.45914 -1.54778
C -3.58444 -2.01753 -0.68547
C -3.54576 -1.75503 0.81697
O -4.38643 -2.32790 1.50787
O -2.65597 -0.99052 1.24392
H -5.46071 -3.69841 -2.94885
H -3.77015 -2.73032 -4.45859
H -1.95893 -1.31025 -3.57214
H -1.88358 -0.76280 -1.13872
O 0.52609 0.97122 -0.97231
S 1.57861 0.95338 0.10165
C 2.80685 -0.19656 -0.53283
C 3.63476 -0.86888 0.35274
C 4.49625 -1.83407 -0.14036
C 4.51805 -2.11787 -1.49817
C 3.69793 -1.42255 -2.37403
C 2.83009 -0.45839 -1.89176
C 2.49610 2.50810 -0.05719
C 3.32932 2.87037 0.98752
C 4.07805 4.03026 0.87385
C 3.97162 4.81547 -0.26499
C 3.12090 4.44426 -1.29550
C 2.36700 3.28469 -1.19345
H 3.61379 -0.64552 1.40952
H 5.13911 -2.36865 0.53987
H 5.17527 -2.88811 -1.86846
H 3.72365 -1.63109 -3.43162
H 2.15969 0.07247 -2.54882
H 3.39989 2.26607 1.87808
H 4.73559 4.31605 1.67983
H 4.54948 5.72407 -0.33902
H 3.03956 5.05397 -2.18283
H 1.69846 2.98695 -1.98636
N 0.38888 -1.61697 1.97476
C -0.09706 -2.66200 1.15786
C -1.07791 -3.54011 1.63007
C -1.57442 -4.52297 0.79669
C -1.08202 -4.66346 -0.49663
C -0.09031 -3.81239 -0.96476
C 0.40431 -2.80665 -0.15154
H 0.07146 -1.68168 2.94086
H 1.39835 -1.49394 1.92742
H -1.43793 -3.44197 2.64397
H -2.32531 -5.20141 1.16399
H -1.45114 -5.45090 -1.13083
H 0.31708 -3.94937 -1.95476
H 1.23620 -2.19693 -0.48506

(5)
# C30H29Cl2N3ORhS

A structure of composition C30H29Cl2N3ORhS (wB97M-V/def2-TZVPD, the Open Molecules 2025 dataset).

## Properties
E_HOMO (alpha / beta) = -2.14 / -2.14 eV
E = -2829.193978 Ha
Kohn-Sham gap (alpha / beta) = 0.169 / 0.169 hartree
Energy relative to the best compared isomer or geometry (same formula, charge and spin) = 0.000 eV
LUMO (alpha / beta) = 2.45 / 2.45 eV
Charge = -1

Cartesian coordinates (Å):
Rh -0.38487 -0.53792 0.40645
C -2.42134 0.97198 -3.12483
C -1.73075 0.14008 -2.22927
N -1.37648 0.54434 -1.02814
C -1.65823 1.82276 -0.62161
C -2.37647 2.70423 -1.45430
C -2.74595 2.24001 -2.73820
C -2.71354 3.99417 -0.97958
C -2.34941 4.34370 0.29079
C -1.61095 3.48938 1.12591
C -1.20531 2.22789 0.69704
N -0.47246 1.28295 1.34102
C 0.14884 1.31686 2.55467
C 0.39413 2.39995 3.39059
C 1.05560 2.24181 4.62094
C 1.49326 1.02617 5.06213
C 1.30994 -0.10833 4.23536
C 1.75814 -1.39683 4.60162
C 1.56741 -2.44959 3.75560
C 0.93784 -2.22766 2.52243
N 0.51534 -1.03758 2.14641
C 0.66819 0.03604 2.99065
H -2.69423 0.58757 -4.09853
H -1.45806 -0.88334 -2.46645
H -3.29054 2.90536 -3.39830
H -3.26943 4.66936 -1.61774
H -2.62984 5.31693 0.67742
H -1.38681 3.82822 2.12156
H 0.11204 3.39444 3.09384
H 1.21525 3.12278 5.23188
H 1.99038 0.91401 6.01724
H 2.24644 -1.52868 5.56012
H 1.88606 -3.45097 4.00975
H 0.75738 -3.03629 1.82552
C 1.78755 -1.54443 -3.06794
C 2.98312 -0.90966 -2.37124
S 2.54765 0.50494 -1.33220
O 3.85146 1.10839 -0.91746
C 1.86928 1.59685 -2.60825
C 2.89948 2.05788 -3.62165
H 2.06929 -2.51273 -3.48461
H 1.42800 -0.92391 -3.89123
H 0.96484 -1.70933 -2.36391
H 3.76984 -0.58092 -3.05394
H 3.43209 -1.60024 -1.65529
H 1.46612 2.43125 -2.03030
H 1.01866 1.07958 -3.05710
H 3.81085 2.36414 -3.10726
H 2.51888 2.90592 -4.19251
H 3.15060 1.26499 -4.32792
C -0.58528 -2.18873 -0.45556
C -1.13638 -3.42708 -0.45808
C -2.57462 -3.59048 -0.52406
C -3.13961 -4.84081 -0.59967
C -2.38303 -6.01812 -0.57927
C -0.99700 -5.87941 -0.48281
C -0.37242 -4.65308 -0.43154
H -3.20079 -2.70511 -0.53039
H -4.22267 -4.90579 -0.66002
H -2.85160 -6.99150 -0.62701
H -0.37482 -6.76970 -0.45448
H 0.70990 -4.60064 -0.38867
Cl -3.97137 -0.72905 2.33102
C -2.78121 -2.02390 2.53059
Cl -2.21598 -2.14833 4.21279
H -1.92942 -1.77245 1.89277
H -3.23402 -2.96576 2.24874

(6)
# C30H29ClN6O3

An isolated molecule of C30H29ClN6O3 (wB97M-V/def2-TZVPD, the Open Molecules 2025 dataset).

## Properties
E_HOMO = -7.76 eV
E = -2175.047798 Ha
Kohn-Sham gap = 0.287 hartree
Energy relative to the best compared isomer or geometry (same formula, charge and spin) = 0.000 eV
SMILES = CCOc1cc2ncc(C#N)c(Nc3ccc(OCc4ccccn4)c(Cl)c3)c2cc1NC(=O)/C=C/CN(C)C
LUMO = 0.04 eV
Charge = 0

Cartesian coordinates (Å):
C 4.25822 -4.01759 -3.37896
C 3.98779 -4.08225 -1.88432
O 2.87830 -3.24466 -1.61158
C 2.45029 -3.12592 -0.32381
C 3.00174 -3.75472 0.76120
C 2.51642 -3.51719 2.06334
N 3.10362 -4.18604 3.07879
C 2.65492 -3.99110 4.28315
C 1.64936 -3.05755 4.60840
C 1.27804 -2.86929 5.94986
N 0.95911 -2.71325 7.04321
C 1.05707 -2.29589 3.58762
N 0.14562 -1.33841 3.92130
C -0.23367 -0.19324 3.21125
C -1.52930 0.29028 3.34131
C -1.95173 1.39613 2.62713
C -1.09013 2.04734 1.75263
O -1.40485 3.12190 0.98051
C -2.70682 3.67093 1.07285
C -3.74932 2.79444 0.41849
C -3.74331 2.59194 -0.95618
C -4.68089 1.73375 -1.50435
C -5.60137 1.12758 -0.66438
C -5.53919 1.41564 0.68991
N -4.63672 2.22175 1.21990
C 0.22532 1.57841 1.66408
Cl 1.31824 2.36877 0.59545
C 0.66304 0.49597 2.39513
C 1.43933 -2.60986 2.25121
C 0.80579 -2.07922 1.11361
C 1.31642 -2.27813 -0.14250
N 0.81412 -1.63909 -1.27254
C -0.11986 -0.63682 -1.31206
O -0.87217 -0.37025 -0.39346
C -0.10164 0.12679 -2.57588
C -0.69643 1.31517 -2.62859
C -0.64695 2.26244 -3.78647
N 0.13975 3.46356 -3.53733
C -0.42594 4.33810 -2.52959
C 1.53271 3.17215 -3.26911
H 5.09949 -4.65752 -3.62732
H 4.48960 -2.99746 -3.67417
H 3.38362 -4.35108 -3.93137
H 3.75863 -5.11199 -1.58117
H 4.86331 -3.73510 -1.32057
H 3.82715 -4.44095 0.67257
H 3.11846 -4.56862 5.07242
H -0.20508 -1.39463 4.86999
H -2.22530 -0.21790 3.99160
H -2.97471 1.72057 2.72591
H -2.98208 3.85621 2.11693
H -2.63462 4.62590 0.54310
H -3.01916 3.09967 -1.57280
H -4.69486 1.54323 -2.56783
H -6.34814 0.45095 -1.04902
H -6.23887 0.97897 1.39054
H 1.68687 0.16935 2.30400
H -0.08776 -1.49105 1.21312
H 1.36002 -1.81475 -2.10582
H 0.44101 -0.28181 -3.41720
H -1.19826 1.65658 -1.73267
H -1.66219 2.58477 -4.04144
H -0.21506 1.76490 -4.66023
H 0.13019 5.27553 -2.54137
H -0.38153 3.92839 -1.51173
H -1.46236 4.55519 -2.78839
H 2.08731 4.10988 -3.26460
H 1.92521 2.54170 -4.06592
H 1.69416 2.66849 -2.30575